Here is a structure of composition C17H23BrCuN3S2Si from the Open Molecules 2025 dataset. Energies are from the ωB97M-V functional and the def2-TZVPD basis.

Each line ends with the Löwdin charge.
Cartesian coordinates (Å):
Cu 0.186 -0.323 -0.113  0.394
C -0.746 0.562 -3.477  -0.055
C -0.086 1.587 -2.587  -0.614
N 0.395 1.371 -1.383  0.022
C 1.090 2.479 -0.940  -0.305
C 1.052 3.575 -1.742  -0.312
S 0.118 3.182 -3.112  1.129
C 1.443 2.300 0.507  -0.286
C 2.067 3.173 1.377  -0.381
S 2.299 2.526 2.852  1.158
C 1.562 1.078 2.314  -0.590
N 1.149 1.100 1.075  0.025
C 1.321 -0.096 3.214  -0.045
H -0.081 -0.309 -3.632  0.102
H -0.886 0.918 -4.471  0.063
H -1.739 0.278 -3.142  0.072
H 1.560 4.556 -1.647  0.104
H 2.492 4.158 1.196  0.090
H 1.088 -0.914 2.577  0.059
H 0.459 0.052 3.769  0.052
H 2.162 -0.396 3.865  0.104
Br 2.344 -5.820 0.195  0.848
C 2.575 -4.075 -0.349  -0.710
C 3.770 -3.589 -0.849  -0.079
C 3.759 -2.274 -1.231  -0.041
C 2.643 -1.466 -1.065  -0.115
N 1.534 -1.946 -0.529  0.020
C 1.506 -3.246 -0.212  -0.175
H 4.631 -4.222 -1.064  0.128
H 4.717 -1.984 -1.656  0.122
H 2.720 -0.428 -1.336  0.109
H 0.516 -3.601 0.104  0.118
C -2.257 0.388 2.334  -0.178
Si -2.931 0.124 0.615  0.399
C -3.164 1.688 -0.368  -0.166
C -4.432 -0.849 0.903  -0.173
C -1.661 -0.988 -0.210  -0.203
H -3.012 0.720 3.074  0.053
H -1.386 1.056 2.340  0.018
H -1.838 -0.495 2.740  0.013
H -4.024 2.284 0.012  0.052
H -3.319 1.464 -1.410  0.015
H -2.272 2.363 -0.409  0.036
H -4.977 -0.229 1.624  0.048
H -4.125 -1.771 1.309  0.025
H -5.010 -0.925 -0.027  0.049
H -1.778 -1.101 -1.270  -0.003
H -1.434 -1.937 0.233  0.004

Forces on atoms 1 to 3 (eV/Å):
Cu 0.1 0.1 0.0
C 0.6 -0.3 0.4
C -0.5 -0.6 -0.1

Summary:
- Charge: +1
- Relative energy (zero: lowest compared OMol25 entry of this formula, charge and spin): 0.6168 eV
- LUMO level (alpha / beta): -2.541 / -3.853 eV
- Kohn-Sham gap (alpha / beta): 0.3188 / 0.2860 Ha
- Multiplicity: 2
- Energy: -166697.5255 eV
- E_HOMO (alpha / beta): -11.22 / -11.64 eV

***

Here is a cluster of 2 separate species, C17H23Cl3N2O in total from the Open Molecules 2025 dataset. Energies are from the ωB97M-V functional and the def2-TZVPD basis.

Each line ends with the Löwdin charge.
Cartesian coordinates (Å):
C 6.525 -0.629 0.932  -0.158
O 5.764 -0.036 -0.159  -0.241
C 4.385 -0.464 0.087  -0.268
C 3.298 0.514 -0.635  -0.152
C 2.278 0.988 0.517  -0.205
C 0.827 1.385 -0.070  -0.192
C 0.412 2.898 0.376  -0.206
C -1.051 2.936 1.064  -0.211
C -2.132 2.699 -0.102  -0.147
C -3.139 1.456 0.172  -0.164
C -2.749 0.238 1.066  -0.049
N -3.546 -0.907 1.376  0.074
C -4.791 -0.777 0.666  -0.186
C -5.820 -1.980 0.829  -0.006
C -7.203 -2.015 0.118  -0.075
C -7.642 -0.834 -0.818  -0.065
C -6.629 0.341 -0.995  -0.010
C -5.233 0.380 -0.261  -0.176
N -4.399 1.528 -0.497  0.094
H 6.322 -0.088 1.920  0.096
H 6.221 -1.734 1.101  0.064
H 7.656 -0.602 0.727  0.102
H 4.215 -0.415 1.228  0.111
H 4.269 -1.557 -0.240  0.026
H 3.895 1.382 -1.103  0.123
H 2.769 -0.064 -1.478  0.112
H 2.734 1.904 1.032  0.111
H 2.118 0.106 1.234  0.111
H 0.867 1.345 -1.229  0.110
H -0.002 0.640 0.226  0.091
H 1.226 3.437 0.969  0.101
H 0.306 3.484 -0.620  0.107
H -1.173 4.020 1.460  0.112
H -1.160 2.258 1.976  0.100
H -1.693 2.598 -1.155  0.118
H -2.823 3.630 -0.110  0.119
H -1.695 0.261 1.537  0.095
H -5.569 -2.893 1.483  0.095
H -7.949 -2.874 0.242  0.085
H -8.632 -0.768 -1.379  0.085
H -6.886 1.218 -1.688  0.094
Cl 6.390 -5.832 -1.889  0.522
C 5.165 -4.568 -2.071  -1.514
Cl 3.562 -5.191 -1.656  0.524
Cl 5.564 -3.164 -1.070  0.623
H 5.151 -4.252 -3.113  0.018

Forces on atoms 1 to 3 (eV/Å):
C 0.6 -0.5 0.4
O -0.5 -1.3 1.5
C -0.7 0.5 0.0

Summary:
- LUMO level: -0.795 eV
- Kohn-Sham gap: 0.2835 Ha
- Energy: -60589.0185 eV
- E_HOMO: -8.51 eV